No. 1
Entry from the OMol25 dataset: a 2-piece molecular cluster, C6H16 overall in a non-equilibrium geometry (ωB97M-V with the def2-TZVPD basis set).

Computed properties:
**HOMO-LUMO gap**: 11.7 eV
**Lowest unoccupied orbital energy**: 0.0365 hartree
**SMILES**: CC(C)C.CC
**E_HOMO**: -10.722 eV
**E**: -6480.8352 eV

Structure (XYZ):
```
22
C6H16, DFT ωB97M-V with the def2-TZVPD basis set
C 0.6407 0.2517 2.1962
C 0.8926 -0.0892 0.7004
C 1.8220 0.7884 -0.0652
C 1.3354 -1.5967 0.6037
H -0.3459 0.6684 2.3681
H 1.4885 0.7772 2.6352
H 0.5330 -0.6378 2.8410
H -0.1396 -0.0044 0.3493
H 2.8604 0.4290 -0.0007
H 1.7663 0.6925 -1.1579
H 1.8006 1.8539 0.1681
H 0.4305 -2.1847 0.4707
H 1.9853 -1.7547 -0.2502
H 1.7452 -1.8479 1.5755
C -2.4824 -0.0751 -1.0509
C -1.7416 0.7892 -2.0462
H -3.5686 -0.0690 -1.0967
H -2.1566 -1.1083 -1.2168
H -2.1892 0.1436 -0.0224
H -0.7198 0.4604 -2.2309
H -1.7477 1.8322 -1.7393
H -2.2091 0.6814 -3.0310
```

No. 2
Entry from the OMol25 dataset: a 20-piece molecular cluster, C37H81ClN19O41P overall in a non-equilibrium geometry (ωB97M-V with the def2-TZVPD basis set).

Computed properties:
**HOMO-LUMO gap**: 6.9 eV
**Lowest unoccupied orbital energy**: -0.0864 hartree
**E_HOMO**: -9.301 eV
**E**: -173684.8169 eV

Structure (XYZ):
```
180
C37H81ClN19O41P, DFT ωB97M-V with the def2-TZVPD basis set
C 3.4002 0.4534 1.2691
C 3.0094 1.0672 0.0407
C 2.5367 1.9266 -1.3140
C 0.9852 1.4759 -1.6407
C 0.7672 0.7914 -3.1140
C 0.0468 -0.6806 -3.1013
C -1.3758 -0.9429 -2.6399
C -2.1942 0.3600 -2.0779
C -3.8253 0.2106 -2.0602
C -4.6481 1.6192 -1.8620
C -6.1192 1.1925 -1.1923
C -7.4008 1.5696 -2.1456
C -8.7768 1.0634 -1.3531
C -8.8978 -0.5747 -1.2416
C -1.9190 -2.4865 -2.7261
O -3.2143 -2.8668 -2.7693
C -0.8243 -3.7474 -2.8245
C 0.5723 -3.5316 -3.2905
P 1.8428 -4.9772 -3.4705
O 2.4524 -5.4962 -1.9229
Cl 0.7238 -6.5815 -4.3922
C 0.9794 -1.9528 -3.6535
O 2.0853 -1.8011 -4.3957
H 4.0901 -0.0648 2.0930
H 3.2873 1.7415 -2.1934
H 2.5177 3.0680 -0.9649
H 0.2514 2.4165 -1.5974
H 0.6447 0.7226 -0.8123
H 1.8562 0.6724 -3.5883
H 0.1693 1.4593 -3.8827
H -1.8386 0.5362 -0.9619
H -1.9337 1.3653 -2.6548
H -4.0759 -0.5892 -1.2103
H -4.2157 -0.2730 -3.0663
H -4.0948 2.4124 -1.1904
H -4.8396 2.1130 -2.9203
H -6.2081 1.6906 -0.1164
H -6.1589 0.0243 -1.0208
H -7.3528 1.1016 -3.2306
H -7.4900 2.7560 -2.2413
H -8.6644 1.4653 -0.2362
H -9.7646 1.4429 -1.8606
H -8.1087 -0.9950 -0.4516
H -9.9645 -0.9098 -0.8265
H -8.6618 -1.1376 -2.2564
H -1.1987 -4.8316 -2.5526
H 1.8584 -5.0832 -1.2298
C 5.1660 -7.2927 -1.9702
N 5.7814 -8.4525 -1.2704
O 6.6143 -8.2056 -0.3903
O 5.4112 -9.5780 -1.6243
H 5.5826 -6.3705 -1.5594
H 5.4043 -7.3841 -3.0319
H 4.0885 -7.3387 -1.7994
C -6.7461 4.2798 -5.6399
N -7.0191 2.9917 -4.9472
O -8.1504 2.8318 -4.4743
O -6.0898 2.1773 -4.8977
H -7.6472 4.8961 -5.6076
H -5.9247 4.7698 -5.1130
H -6.4743 4.0480 -6.6717
C -13.1678 2.5745 -0.5400
N -11.7946 2.4432 0.0174
O -11.3163 1.3047 0.0820
O -11.2356 3.4868 0.3747
H -13.5353 1.5825 -0.8112
H -13.7963 3.0205 0.2336
H -13.1058 3.2168 -1.4209
C 4.9590 -11.8054 0.0819
N 4.1506 -12.6847 0.9690
O 3.9436 -12.2890 2.1221
O 3.7466 -13.7475 0.4827
H 5.2455 -10.9101 0.6379
H 5.8429 -12.3689 -0.2238
H 4.3379 -11.5435 -0.7771
C 2.8244 2.5452 4.8011
N 2.7737 3.0956 3.4198
O 1.6733 3.1089 2.8557
O 3.8400 3.4987 2.9406
H 1.8202 2.2303 5.0930
H 3.5081 1.6939 4.7918
H 3.1862 3.3383 5.4587
C -15.1515 -0.8544 -3.7690
N -14.5698 -0.2548 -2.5379
O -14.1495 -1.0327 -1.6734
O -14.5515 0.9800 -2.4741
H -15.1026 -1.9426 -3.6890
H -16.1883 -0.5192 -3.8406
H -14.5608 -0.5033 -4.6175
C -8.5676 -1.8618 3.6590
N -8.6183 -1.3114 2.2776
O -9.7187 -1.2981 1.7136
O -7.5520 -0.9084 1.7984
H -9.5718 -2.1768 3.9508
H -7.8839 -2.7131 3.6496
H -8.2058 -1.0688 4.3166
C 5.8693 5.5192 1.2214
N 6.4178 6.5059 0.2523
O 5.6096 7.2452 -0.3216
O 7.6443 6.5105 0.0951
H 4.7831 5.6269 1.2586
H 6.1462 4.5232 0.8699
H 6.3117 5.7339 2.1963
C 8.5621 5.4802 4.8503
N 7.0814 5.5032 4.7067
O 6.4691 6.3998 5.2986
O 6.5755 4.6206 4.0038
H 8.8677 6.3093 5.4922
H 8.8347 4.5233 5.3003
H 8.9917 5.5867 3.8522
C 7.0085 10.0587 3.9357
N 8.3816 9.9274 4.4932
O 8.8600 8.7889 4.5577
O 8.9406 10.9710 4.8504
H 6.6409 9.0667 3.6646
H 6.3800 10.5047 4.7093
H 7.0705 10.7010 3.0549
C 3.6408 -11.3234 -4.1994
N 4.4866 -12.5473 -4.2120
O 5.2437 -12.7222 -3.2500
O 4.3667 -13.2981 -5.1872
H 3.8491 -10.7594 -3.2877
H 3.8978 -10.7361 -5.0834
H 2.5973 -11.6437 -4.2247
C 8.2466 13.9942 6.4240
N 6.8010 14.3219 6.2956
O 6.1338 13.6403 5.5085
O 6.3767 15.2541 6.9884
H 8.4797 13.1586 5.7606
H 8.8126 14.8832 6.1381
H 8.4317 13.7231 7.4654
C 5.6301 6.9102 8.6685
N 5.3572 5.6221 9.3612
O 4.2258 5.4623 9.8341
O 6.2864 4.8077 9.4107
H 4.7291 7.5265 8.7008
H 6.4515 7.4002 9.1954
H 5.9019 6.6784 7.6367
C 8.4029 11.6816 9.7160
N 7.9677 10.4213 9.0559
O 7.8368 9.4225 9.7732
O 7.7699 10.4701 7.8362
H 8.5388 11.4928 10.7831
H 9.3448 11.9866 9.2554
H 7.6212 12.4261 9.5527
C -10.9379 0.7068 -5.7824
N -12.4186 0.7298 -5.9260
O -13.0309 1.6264 -5.3341
O -12.9245 -0.1528 -6.6289
H -10.6323 1.5359 -5.1405
H -10.6653 -0.2501 -5.3324
H -10.5083 0.8133 -6.7805
C -2.9971 -4.8203 -5.0201
N -3.4323 -6.0806 -5.6803
O -3.5632 -7.0794 -4.9630
O -3.6301 -6.0318 -6.8999
H -2.8612 -5.0092 -3.9531
H -2.0552 -4.5153 -5.4808
H -3.7788 -4.0758 -5.1835
C 7.0466 -1.7900 3.9118
N 5.6010 -1.4624 3.7833
O 4.9338 -2.1440 2.9962
O 5.1767 -0.5302 4.4762
H 7.2797 -2.6257 3.2484
H 7.6126 -0.9011 3.6258
H 7.2317 -2.0611 4.9531
C 7.3452 -11.5964 -6.3520
N 6.5864 -10.3526 -6.6532
O 6.4255 -10.0621 -7.8444
O 6.1737 -9.7029 -5.6854
H 7.6456 -12.0635 -7.2924
H 8.2214 -11.3138 -5.7647
H 6.6844 -12.2570 -5.7871
C -0.5169 -8.9527 -0.8799
N 0.9132 -8.6627 -0.5898
O 1.1624 -7.6464 0.0691
O 1.7454 -9.4635 -1.0317
H -1.1338 -8.1699 -0.4332
H -0.6369 -8.9660 -1.9652
H -0.7514 -9.9251 -0.4422
```